(1)
Computed, not measured: C18H26N4O6S in the gas phase, with wB97M-V/def2-TZVPD.

Its multiplicity is 1. For the frontier orbital gap, the calculation gives 9.712 eV. As for the HOMO energy: -9.382 eV.

Structure (XYZ):
```
55
Properties=species:S:1:pos:R:3:forces:R:3:mulliken_charge:R:1
S 0.329173 -2.766367 4.646893 0.006 0.119 0.001 0.15
O -1.444881 -2.236724 1.618379 -0.045 0.017 -0.008 -0.67
O -1.991421 -3.435558 6.653120 0.041 0.031 -0.013 -0.42
O 1.790190 -6.559345 2.362561 0.052 0.017 -0.002 -0.50
O -1.632851 -5.771887 1.710371 -0.078 0.020 0.038 -0.68
O -1.507669 -5.317819 5.468749 -0.075 -0.085 0.148 -0.40
O 4.100464 -1.663224 4.222075 -0.042 0.078 0.040 -0.71
N 0.043136 -0.634625 1.034068 0.079 -0.039 0.048 0.10
N 2.340827 -1.379795 2.818106 -0.038 0.079 0.029 0.31
N 0.228118 -4.818247 0.813868 0.096 0.052 0.029 0.40
N 1.429252 -4.051849 6.564147 0.000 -0.013 -0.002 -0.73
C -0.583246 -1.840022 0.853951 0.053 -0.005 0.055 0.99
C 2.427455 -3.384169 5.906755 0.028 0.026 0.037 -0.63
C -2.517796 -4.633940 4.725370 -0.054 0.051 -0.033 0.07
C -3.056679 -3.613159 5.719520 0.010 -0.036 -0.079 -0.28
C -0.552625 -4.129679 -0.199481 -0.092 -0.059 -0.159 -1.48
C -0.451663 0.266171 2.066383 -0.013 0.021 0.026 -0.99
C 2.926282 -1.841484 3.956940 0.087 -0.137 -0.073 0.40
C 2.035951 -2.632776 4.843737 -0.045 -0.052 -0.085 0.18
C -0.422397 -5.655097 1.676066 -0.010 0.012 0.048 0.61
C 0.423395 -6.414433 2.687036 -0.005 -0.010 0.054 -0.07
C 1.671750 -4.937205 0.636617 -0.053 -0.220 -0.005 -0.39
C -0.176507 -2.664998 -0.357175 0.028 -0.001 0.021 -0.63
C 0.282049 -3.815389 6.009485 -0.005 -0.027 -0.010 0.55
C 2.521428 -0.631839 0.484460 0.057 -0.008 -0.057 -0.15
C 2.316899 -5.316495 1.950594 0.034 0.074 -0.012 -0.30
C -1.021172 -4.436953 6.449561 -0.024 0.006 -0.046 0.16
C 1.110909 -0.122765 0.175614 -0.034 0.018 -0.026 -1.12
C 3.004468 -0.456300 1.918611 -0.008 -0.007 -0.033 -0.85
H 1.905477 -5.726089 -0.090953 -0.021 0.098 -0.056 0.23
H -1.209743 -0.247846 2.648575 0.004 -0.016 -0.003 0.31
H 2.075803 -4.002391 0.249763 0.015 0.076 0.118 0.23
H 3.451825 -3.466234 6.237342 -0.003 -0.006 0.005 0.49
H 0.876702 -0.322771 -0.871452 -0.001 0.000 0.002 0.43
H -2.101680 -4.163158 3.831369 0.039 -0.011 -0.006 -0.18
H 2.860217 0.580210 2.248255 -0.013 -0.013 -0.007 0.26
H 3.395008 -5.422615 1.837835 -0.015 -0.084 -0.014 0.44
H -0.711876 -2.261986 -1.222411 -0.017 0.018 0.005 0.38
H -0.892156 1.156776 1.612090 0.004 0.002 -0.001 0.32
H -3.258877 -5.369196 4.421174 0.038 0.008 -0.065 0.36
H 4.072332 -0.658818 1.978277 0.005 -0.012 0.025 0.50
H 2.614017 -1.688236 0.220394 -0.011 -0.017 0.021 -0.05
H -0.003495 -7.408812 2.789037 -0.007 0.000 -0.002 0.35
H 2.121645 -4.555303 2.717034 0.010 0.067 -0.025 0.02
H 1.096036 0.963165 0.285872 0.006 0.002 0.001 0.48
H -1.594701 -4.209338 0.097075 0.014 -0.014 0.035 0.44
H -0.842932 -4.995561 7.370609 0.036 -0.008 -0.014 0.30
H 0.355309 0.581290 2.731373 0.014 -0.007 -0.010 0.37
H 0.881871 -2.548808 -0.581545 -0.006 0.009 -0.023 0.41
H 1.361943 -1.552563 2.664198 -0.047 0.001 0.007 -0.32
H -3.947266 -3.967641 6.241726 0.030 -0.024 0.038 0.29
H -0.443516 -4.634285 -1.166802 0.065 0.006 0.012 0.36
H -3.269483 -2.654817 5.246263 -0.042 0.000 0.025 0.26
H 3.208020 -0.094200 -0.174942 -0.025 0.015 -0.001 0.45
H 0.302172 -5.894042 3.646792 -0.020 -0.010 0.005 -0.05
```
Positions in Å, forces in eV/Å.

=====

(2)
Computed, not measured: C3H3Cl2F in the gas phase in a non-equilibrium geometry, with wB97M-V/def2-TZVPD.

Its multiplicity is 1. For the frontier orbital gap, the calculation gives 10.002 eV. As for the HOMO energy: -9.191 eV.

Structure (XYZ):
```
9
Properties=species:S:1:pos:R:3:forces:R:3:mulliken_charge:R:1
Cl 0.458122 0.451364 -2.786002 0.744 -0.613 0.041 -0.16
Cl -1.686441 1.246577 -0.715376 0.382 -0.315 0.250 -0.18
F 1.697312 -0.924370 -0.859177 -1.716 1.327 -0.759 -0.22
C -0.343638 0.249071 -0.230761 2.501 -0.537 -2.352 0.22
C 0.607390 -0.129283 -1.183432 -1.773 0.694 2.380 0.38
C -0.245328 -0.147997 1.186463 1.355 0.603 0.916 -0.83
H -0.008047 0.725706 1.906217 -0.935 -1.189 -1.208 0.27
H 0.672762 -0.766683 1.253584 -0.783 -0.067 0.171 0.24
H -1.152132 -0.704386 1.428484 0.224 0.098 0.561 0.28
```
Positions in Å, forces in eV/Å.

=====

(3)
Computed, not measured: C16H17N5S in the gas phase in a non-equilibrium geometry, with wB97M-V/def2-TZVPD.

Its multiplicity is 1. For the frontier orbital gap, the calculation gives 7.966 eV. As for the HOMO energy: -7.361 eV.

Structure (XYZ):
```
39
Properties=species:S:1:pos:R:3:forces:R:3:mulliken_charge:R:1
S -0.850667 1.335502 -0.204805 0.996 -1.609 -0.141 -0.30
N 0.303955 -0.880721 -1.009267 -0.669 0.647 -1.845 -0.54
N 0.465622 -2.648664 -4.818094 0.768 -0.116 -0.520 -1.00
N 0.960824 -0.617590 0.982584 0.003 1.467 2.401 -0.13
N -0.411407 -1.842308 -5.443845 -1.052 0.768 0.174 0.30
N 1.409169 -1.176226 3.123594 0.415 -0.842 -0.461 -0.61
C -1.148099 0.740743 -1.839449 0.796 -1.332 -0.005 0.41
C 0.525995 -2.224306 -3.577127 -0.963 0.480 0.139 -0.83
C -2.851606 0.512000 -3.755062 0.544 -0.830 1.254 -0.99
C -0.389228 -1.155394 -3.366510 0.489 0.107 0.772 1.20
C 2.213752 -1.933120 5.244779 -0.588 -0.793 -0.178 -1.34
C 1.068452 1.448201 4.037857 -0.130 -0.010 -0.800 0.27
C 0.215859 -0.085296 0.014763 -0.517 -0.699 -2.219 0.39
C 1.474910 0.440623 4.874886 0.455 -1.292 0.156 -0.39
C 0.880697 1.097277 2.689992 -0.362 0.502 0.385 -0.36
C 1.677899 -0.865185 4.373155 -0.326 1.492 0.214 0.35
C 1.042153 -0.234179 2.269653 0.351 1.905 2.035 0.76
C -0.411012 -0.411424 -2.081778 -1.725 1.145 -0.204 0.02
C -2.119656 1.414488 -2.741386 -0.576 0.352 0.002 -0.65
C 0.857440 2.856096 4.575501 -0.075 -0.323 -0.596 -1.38
C -1.999500 0.133862 -4.930297 0.588 -0.727 -0.736 -0.69
C -1.010793 -0.939347 -4.581023 1.129 -0.057 -0.074 -0.53
H 0.140855 3.393727 3.928050 0.313 -0.133 0.441 0.35
H -1.474047 1.004693 -5.333817 0.002 0.059 0.085 0.34
H 1.377711 -2.570517 5.587971 0.482 0.099 -0.090 0.26
H 1.681617 0.614622 5.916797 0.015 0.160 0.243 0.36
H 2.692158 -1.491459 6.086096 0.365 0.195 0.843 0.40
H 1.130364 -2.625142 -2.771640 0.086 -0.300 -0.548 0.51
H -3.687625 1.045460 -4.146832 -0.790 0.439 -0.037 0.40
H 1.798468 3.434290 4.612569 -0.384 -0.322 -0.013 0.28
H -2.656302 -0.201140 -5.726066 -0.066 -0.251 -0.288 0.38
H -2.908695 1.878945 -2.137144 0.217 0.092 0.028 0.43
H -3.213600 -0.428746 -3.241394 0.234 1.043 -0.491 0.36
H 0.601597 1.900779 2.019805 0.041 -0.172 -0.262 0.42
H 0.457331 2.751113 5.587782 0.024 0.329 -0.139 0.36
H -1.604827 2.223686 -3.270581 -0.206 0.080 -0.119 0.32
H 1.314809 -1.519967 0.818465 0.242 -1.151 -0.540 0.26
H -0.494316 -1.836145 -6.470205 0.039 -0.343 1.116 0.23
H 2.939744 -2.539231 4.702021 -0.165 -0.062 0.018 0.36
```
Positions in Å, forces in eV/Å.

=====

(4)
Computed, not measured: a molecular structure, C13H27IrSi2Te, with wB97M-V/def2-TZVPD.

Its multiplicity is 6. For the frontier orbital gap (spin up / spin down), the calculation gives 8.383 / 5.968 eV. As for the HOMO energy (spin up / spin down): -17.925 / -19.298 eV. As for the net charge: +3. The expectation value of S² is 8.771.

Structure (XYZ):
```
44
Properties=species:S:1:pos:R:3:forces:R:3:lowdin_spin:R:1
Ir 2.483135 0.580461 -0.283348 -0.149 0.093 0.277 2.09
Te 0.243613 -0.138272 0.744764 -0.060 0.086 -0.019 0.54
Si -2.534336 1.866310 1.470840 0.006 -0.201 0.410 0.19
Si -0.066889 -2.627328 -1.567818 -0.010 0.069 0.174 0.05
C -0.387624 -2.073343 0.327971 0.085 -0.070 -0.103 0.13
C 4.076390 2.248280 0.473484 0.036 -0.042 -0.037 0.21
C 1.781675 -2.491259 -1.796614 -0.041 -0.134 0.019 0.06
C -3.468564 0.706725 2.645450 0.262 0.202 -0.292 0.19
C -1.479967 0.992649 0.156670 -0.004 0.009 -0.115 0.09
C 4.258263 1.830708 -0.887651 0.030 -0.029 -0.048 0.16
C 4.310912 1.135375 1.316750 0.012 -0.007 -0.037 0.21
C 4.613228 0.443260 -0.872592 0.164 0.017 -0.031 0.15
C -1.721135 3.331313 2.211114 0.019 0.005 -0.158 0.01
C 4.617921 0.012200 0.497986 0.041 -0.002 -0.075 0.18
C -1.004341 -1.422346 -2.628178 -0.038 -0.099 -0.055 0.00
C -4.316862 2.380738 0.562288 -0.047 0.105 -0.140 0.48
C -0.718484 -4.356360 -1.570033 -0.003 -0.001 -0.121 0.02
H 4.913119 -0.143224 -1.728577 -0.010 -0.008 -0.001 0.01
H 2.323903 -3.132360 -1.097560 0.022 0.045 -0.004 0.00
H -0.774643 3.035004 2.675979 -0.010 0.003 0.020 0.01
H 0.192579 -2.726201 0.985187 -0.011 -0.002 0.002 0.00
H -1.785964 -4.399329 -1.348403 -0.002 0.028 0.016 0.00
H -4.894557 2.903673 1.317832 -0.004 0.010 0.014 0.01
H 4.873822 -0.977286 0.846935 -0.004 0.000 0.007 0.01
H -1.489711 4.087852 1.456177 0.012 0.001 0.015 0.00
H -1.084022 1.738361 -0.539187 -0.021 0.019 0.010 0.01
H -0.635597 -0.393819 -2.592406 0.037 0.003 0.055 0.00
H -0.193152 -5.014867 -0.877318 0.029 0.047 0.030 0.00
H 2.154394 -1.457196 -1.701850 -0.040 0.009 0.002 0.05
H -2.072481 -1.432836 -2.397239 -0.005 0.024 -0.013 0.00
H 4.229283 2.466223 -1.760489 -0.005 0.007 0.007 0.01
H -4.107798 1.280638 3.312506 -0.010 -0.033 0.047 0.00
H 4.267819 1.136477 2.395727 -0.035 -0.009 0.003 0.01
H -2.063561 0.271911 -0.422307 -0.030 0.006 0.019 0.00
H -4.015955 -0.090869 2.151723 0.003 -0.047 0.043 0.00
H -1.444222 -2.133012 0.594081 -0.013 -0.010 -0.010 0.00
H -0.585734 -4.774227 -2.573570 0.006 0.014 0.002 0.00
H -2.336175 3.798274 2.981545 -0.044 -0.032 0.001 0.00
H 3.839692 3.251233 0.796697 -0.044 -0.006 -0.003 0.01
H 2.054285 -2.812762 -2.805601 0.004 0.004 0.003 0.00
H -4.781973 1.502614 0.129844 -0.006 -0.009 0.001 0.01
H -3.751454 3.021061 -0.132176 -0.024 0.011 -0.016 0.05
H -2.602141 0.312621 3.203681 -0.089 -0.080 0.095 0.04
H -0.916688 -1.737076 -3.672310 -0.009 0.002 0.006 0.00
```
Positions in Å, forces in eV/Å.

=====

The calculation returns the following total energy values, one per record and in order: -1770.18028 -1136.32331 -1291.87133 -1461.63900 a.u..